Record 1
Density functional theory data (ωB97M-V/def2-TZVPD) for a 2-piece molecular cluster, C5H12N2 overall.

Last column: natural (NBO) charge in e.
Element x y z (Å)
C (-1.884, 0.108, -0.798)  0.0291
C (0.586, 1.462, 1.081)  -0.5519
C (-1.528, -0.288, -2.017)  -0.5526
C (1.668, -0.762, 1.341)  -0.6503
C (1.202, 0.416, 0.538)  0.2115
N (-1.972, -0.711, 0.306)  -0.8117
N (1.537, 0.360, -0.808)  -0.8100
H (-2.205, 1.126, -0.616)  0.1914
H (-1.782, -0.270, 1.189)  0.3859
H (-1.512, -1.603, 0.204)  0.3674
H (1.564, -0.569, -1.205)  0.3723
H (0.418, 1.528, 2.141)  0.1990
H (0.269, 2.301, 0.488)  0.1938
H (-1.569, 0.379, -2.859)  0.2052
H (-1.213, -1.300, -2.212)  0.1842
H (1.038, 1.011, -1.394)  0.3851
H (1.367, -0.663, 2.382)  0.2221
H (2.757, -0.833, 1.296)  0.2254
H (1.258, -1.691, 0.941)  0.2042

* SMILES string: C=C(C)N.C=CN
* frontier orbital gap: 8.92 eV
* energy above the lowest of the compared OMol25 structures with the same formula, charge and spin: 123.1 kJ/mol
* F_max: 0.3 eV Å⁻¹
* highest occupied orbital energy: -7.98 eV
* electronic energy: -8358.860 eV
* multiplicity: 1
* E_LUMO: 0.93 eV
* net charge: 0



Record 2
Density functional theory data (ωB97M-V/def2-TZVPD) for a 2-piece molecular cluster, C5H12N2 overall in a non-equilibrium geometry.

Last column: natural (NBO) charge in e.
Element x y z (Å)
C (-1.595, -0.085, 0.295)  0.0573
C (-0.729, -0.772, -1.783)  -0.4298
C (-1.638, 0.862, 1.427)  -0.6331
N (-0.866, 0.202, -0.741)  -0.4608
C (1.526, 0.183, 0.615)  0.0401
N (1.774, 1.323, -0.132)  -0.8144
C (2.172, -0.977, 0.493)  -0.5521
H (0.944, 1.879, -0.290)  0.3865
H (2.247, 1.132, -1.006)  0.3657
H (-2.805, 0.747, 0.933)  0.2562
H (-1.885, -1.123, 0.519)  0.1673
H (-1.091, -1.774, -1.511)  0.1676
H (0.328, -0.843, -2.044)  0.2036
H (-1.260, -0.422, -2.672)  0.1976
H (2.890, -1.147, -0.293)  0.1868
H (2.027, -1.785, 1.195)  0.2026
H (-1.322, 1.869, 1.182)  0.2374
H (-1.497, 0.398, 2.404)  0.2404
H (0.778, 0.333, 1.410)  0.1811

* SMILES string: C/C=N/C.C=CN
* frontier orbital gap: 9.09 eV
* energy above the lowest of the compared OMol25 structures with the same formula, charge and spin: 318.5 kJ/mol
* F_max: 5.4 eV Å⁻¹
* highest occupied orbital energy: -8.02 eV
* electronic energy: -8356.835 eV
* multiplicity: 1
* E_LUMO: 1.07 eV
* net charge: 0



What is the net charge in the first record? 0



Which value of multiplicity does entry 1 give? 1



Which value of E_LUMO does entry 1 give? 0.93 eV



Number 1 is which compound? C5H12N2